(1)
Here is a single C23H37NO3 molecule from the Open Molecules 2025 dataset. Energies are from ωB97M-V/def2-TZVPD.

Cartesian coordinates (Å):
C1 -6.88596 -4.58467 -0.24186
C2 -6.32611 -3.20282 -0.08814
C3 -7.13411 -2.12362 0.23457
C4 -6.60154 -0.85690 0.38444
C5 -5.23940 -0.64219 0.21313
N1 -4.66492 0.62661 0.35793
C6 -5.24705 1.81958 0.66365
O1 -6.42328 1.98809 0.89327
C7 -4.22567 2.94883 0.68447
C8 -3.67299 3.24594 -0.72106
C9 -2.16880 3.52769 -0.72568
C10 -1.33388 2.26697 -0.50765
C11 0.16622 2.54603 -0.55748
C12 0.98451 1.27442 -0.34434
C13 2.48670 1.53652 -0.41194
C14 3.29745 0.26010 -0.20079
C15 4.80100 0.51527 -0.28076
C16 5.59667 -0.76855 -0.06464
C17 7.10204 -0.58564 -0.23839
C18 7.74630 0.21158 0.90304
O2 9.14776 0.28394 0.74802
C19 9.71066 -1.00883 0.68766
C20 9.08027 -1.81076 -0.45239
O3 7.68127 -1.88226 -0.29485
C21 -4.40262 -1.71991 -0.11394
C22 -2.92356 -1.53427 -0.31180
C23 -4.96543 -2.97650 -0.25706
H1 -6.53894 -5.03896 -1.16857
H2 -6.55820 -5.21818 0.58262
H3 -7.97264 -4.56421 -0.24726
H4 -8.19559 -2.26867 0.37169
H5 -7.23700 -0.02459 0.63510
H6 -3.66876 0.65316 0.19695
H7 -4.71058 3.83299 1.09694
H8 -3.41455 2.66632 1.35827
H9 -3.87226 2.40383 -1.38924
H10 -4.20043 4.10678 -1.13322
H11 -1.89596 3.96220 -1.68980
H12 -1.93267 4.26331 0.04586
H13 -1.58265 1.53589 -1.28202
H14 -1.57064 1.82331 0.46306
H15 0.42097 2.98203 -1.52596
H16 0.42488 3.27718 0.21172
H17 0.71380 0.53940 -1.10638
H18 0.73848 0.84443 0.62981
H19 2.76048 2.26976 0.35008
H20 2.73444 1.96495 -1.38570
H21 3.01610 -0.47512 -0.95789
H22 3.05580 -0.16387 0.77637
H23 5.04423 0.93172 -1.26073
H24 5.07849 1.25478 0.47257
H25 5.27864 -1.52384 -0.78570
H26 5.40460 -1.16625 0.93343
H27 7.31418 -0.06308 -1.18791
H28 7.39208 1.24245 0.90896
H29 7.50044 -0.27122 1.86160
H30 10.78081 -0.87365 0.52696
H31 9.54136 -1.53390 1.64015
H32 9.44309 -2.83957 -0.45481
H33 9.32375 -1.33000 -1.41259
H34 -2.71901 -0.85148 -1.13782
H35 -2.45701 -2.48768 -0.54561
H36 -2.44889 -1.14257 0.58898
H37 -4.32426 -3.81019 -0.50923

Summary:
Energy in a.u.: -1179.09564
E_LUMO in eV: 0.7
Energy relative to the best compared isomer or geometry (same formula, charge and spin) in kcal per mole: 9.3
F_max in eV Å⁻¹: 0.7
HOMO energy in eV: -8.109
Molecular weight in g/mol: 375.553
Gap between HOMO and LUMO in eV: 8.8
Total charge: 0
Structure (SMILES): Cc1ccc(NC(=O)CCCCCCCCCC[C@H]2COCCO2)c(C)c1

---

(2)
Here is a 7-piece molecular cluster, C21H32N2O14 overall at a distorted geometry from the Open Molecules 2025 dataset. Energies are from ωB97M-V/def2-TZVPD.

Cartesian coordinates (Å):
N1 2.07174 -2.00954 -0.67842
H1 1.58898 -2.89515 -0.62605
H2 1.83496 -1.36853 0.06532
H3 1.83650 -1.43121 -1.47232
H4 3.04536 -2.17217 -0.46461
C1 8.79134 -6.40004 -0.65112
C2 7.43029 -6.18052 -0.07348
O1 6.73991 -7.22888 0.10955
O2 7.03739 -5.06974 0.29722
H5 9.50083 -6.75585 0.09595
H6 9.22061 -5.49157 -1.07362
H7 8.74267 -7.20426 -1.38527
C3 -1.93778 -3.00140 6.80124
C4 -0.98921 -3.12061 5.63971
O3 -0.58133 -4.22515 5.25584
O4 -0.47605 -2.09472 5.06394
H8 -1.58190 -3.56049 7.66661
H9 -2.95306 -3.35347 6.61862
H10 -1.96243 -1.92519 6.97229
C5 -2.95966 -5.82626 -3.01891
O5 -1.94242 -6.10912 -2.16066
H11 -3.93206 -5.66226 -2.55454
H12 -2.67941 -4.98632 -3.65457
H13 -3.08762 -6.51568 -3.85342
C6 1.03560 0.01717 -7.42027
C7 1.97965 -0.16959 -6.22567
C8 3.45208 0.02356 -6.39269
O6 4.21813 -0.37658 -5.25498
C9 5.59339 -0.61915 -5.46759
N2 1.55661 0.54460 -5.02371
H14 1.23111 -0.56436 -8.32119
H15 0.88825 1.05449 -7.72090
H16 0.09207 -0.40857 -7.07881
H17 1.85421 -1.19527 -5.87873
H18 3.65684 1.06404 -6.64483
H19 3.78381 -0.53355 -7.26887
H20 6.28600 -0.34163 -4.67300
H21 5.87033 -0.05168 -6.35606
H22 5.76610 -1.67347 -5.68368
H23 1.45123 1.53577 -5.18677
H24 0.63825 0.22635 -4.74908
C10 -7.89807 -0.18422 0.15071
C11 -8.99516 -0.16752 0.97914
C12 -9.07961 0.36880 2.36204
O7 -10.06596 0.28050 3.09613
C13 -7.74449 0.99851 2.71080
C14 -6.66611 1.03866 1.86878
C15 -6.59944 0.35253 0.53119
O8 -5.52117 0.31930 -0.10583
O9 -5.47226 1.39014 2.41331
O10 -10.15737 -0.69593 0.51022
H25 -7.96323 -0.46408 -0.89037
H26 -7.65940 1.31129 3.74101
H27 -4.80401 0.94010 1.89128
H28 -10.69499 -1.00107 1.24470
C16 1.05643 7.48029 3.07314
C17 1.11472 8.54373 3.87718
C18 1.15493 8.47574 5.30470
O11 1.08365 9.42551 6.15519
C19 1.39393 7.08019 5.76494
C20 1.53059 6.02702 4.95172
C21 1.34422 6.11295 3.48987
O12 1.31500 5.14554 2.68542
O13 1.73141 4.77995 5.46072
O14 1.05173 9.75366 3.35231
H29 0.78343 7.59013 2.03401
H30 1.40912 6.74197 6.79050
H31 1.42882 4.02227 4.95481
H32 0.81196 10.39004 4.02989

Summary:
Energy in a.u.: -1981.99368
E_LUMO in eV: 0.0
Energy relative to the best compared isomer or geometry (same formula, charge and spin) in kcal per mole: 83.5
F_max in eV Å⁻¹: 5.4
HOMO energy in eV: -0.928
Molecular weight in g/mol: 536.487
Gap between HOMO and LUMO in eV: 1.0
Total charge: -2

---

(3)
Here is a single C26H32O3 molecule at a distorted geometry from the Open Molecules 2025 dataset. Energies are from ωB97M-V/def2-TZVPD.

Cartesian coordinates (Å):
C1 3.16190 -0.05240 3.56429
O1 2.99818 -0.37047 4.96870
C2 2.27671 0.66631 5.67579
C3 1.08328 0.12779 6.60944
C4 0.26285 -1.10582 5.99987
C5 -1.00972 -0.64691 5.08455
C6 -1.50007 -1.99684 4.33569
C7 -3.00404 -1.92538 3.78300
C8 -3.21410 -0.96566 2.51839
C9 -2.37658 -1.37651 1.21027
C10 -3.23353 -0.88632 -0.08778
C11 -2.56358 -1.33220 -1.47941
C12 -2.12422 -0.06379 -2.41701
C13 -0.98371 -0.63884 -3.41005
C14 -1.01769 -2.13828 -3.87506
C15 0.08586 -2.76861 -4.80193
C16 1.25222 -1.86291 -5.26806
C17 1.25105 -0.37169 -4.83916
C18 0.16048 0.28222 -3.91806
C19 0.32880 1.82211 -3.59140
O2 -0.21713 2.43047 -2.62312
C20 1.30288 2.73435 -4.50162
C21 1.23255 4.29816 -4.50588
C22 2.26117 5.08192 -5.39851
C23 3.34945 4.39774 -6.27339
C24 3.40456 2.85212 -6.28866
C25 2.38961 2.08299 -5.39037
C26 2.49609 0.50140 -5.38423
O3 3.52872 -0.09517 -5.78384
H1 3.79776 -0.86665 3.05510
H2 2.13091 0.03356 3.05631
H3 3.66856 0.98131 3.43167
H4 3.05215 1.18968 6.36152
H5 1.93859 1.48237 4.93424
H6 1.54743 -0.14143 7.63066
H7 0.35830 1.00168 6.79543
H8 -0.15002 -1.76879 6.85222
H9 0.94113 -1.80874 5.38002
H10 -0.66705 0.17224 4.36405
H11 -1.77918 -0.23995 5.83055
H12 -0.73319 -2.35840 3.55447
H13 -1.49552 -2.81447 5.15787
H14 -3.65310 -1.48857 4.63840
H15 -3.36429 -2.99732 3.60249
H16 -4.33215 -1.05165 2.22579
H17 -3.02967 0.14380 2.71797
H18 -2.25395 -2.51332 1.16785
H19 -1.36298 -0.85287 1.11658
H20 -3.51221 0.22135 -0.04188
H21 -4.23492 -1.46609 -0.01140
H22 -1.60662 -1.92387 -1.22619
H23 -3.32220 -1.93790 -2.07934
H24 -1.73265 0.72320 -1.69249
H25 -3.04755 0.29643 -3.01268
H26 -1.85167 -2.86824 -3.56655
H27 0.07454 -3.86381 -5.11651
H28 2.05814 -2.34825 -5.92122
H29 0.46875 4.87186 -3.88110
H30 2.25196 6.23252 -5.39326
H31 4.09948 4.99028 -6.91201
H32 4.15926 2.29027 -6.93106

Summary:
Energy in a.u.: -1235.24700
E_LUMO in eV: -1.3
Energy relative to the best compared isomer or geometry (same formula, charge and spin) in kcal per mole: 190.4
F_max in eV Å⁻¹: 4.6
HOMO energy in eV: -9.067
Molecular weight in g/mol: 392.539
Gap between HOMO and LUMO in eV: 7.8
Total charge: 0
Structure (SMILES): COCCCCCCCCCCCc1cccc2c1C(=O)c1ccccc1C2=O

---

(4)
Here is C9H11N3ORhS4Sb as an isolated structure from the Open Molecules 2025 dataset. Energies are from ωB97M-V/def2-TZVPD.

Cartesian coordinates (Å):
Rh1 0.41407 -1.10073 0.59394
S1 -3.13170 -0.94856 3.91839
Sb1 -1.56594 -2.27744 2.91182
S2 0.64653 -1.48802 3.05073
S3 -1.60868 -2.39270 0.54957
O1 2.57612 0.89356 0.10908
N1 2.27217 -0.14357 0.68297
C1 0.40853 -1.03855 -1.20904
C2 0.30631 -0.97410 -2.56656
C3 0.35513 -2.15896 -3.36037
C4 0.25083 -2.06696 -4.72855
C5 0.09504 -0.83223 -5.36231
C6 0.04259 0.33204 -4.59075
C7 0.14623 0.28546 -3.22122
H1 0.46515 -3.11641 -2.86991
H2 0.28642 -2.97382 -5.32036
H3 0.01428 -0.77797 -6.43972
H4 -0.07915 1.29299 -5.07601
H5 0.11091 1.18341 -2.61929
C8 -0.53705 1.72160 4.59140
N2 -1.04483 1.53407 3.24977
C9 -0.28582 1.60916 2.16494
N3 0.95914 2.09201 2.27307
S4 -0.91686 1.11260 0.64843
H6 -1.34934 1.52355 5.28539
H7 -0.18463 2.74562 4.73578
H8 0.26960 1.01288 4.80439
H9 -1.88510 0.96623 3.16005
H10 1.41452 2.04220 3.17089
H11 1.55555 1.94262 1.46346

Summary:
Energy in a.u.: -2532.57797
E_LUMO (alpha / beta) in eV: 2.6 / 1.2
Energy relative to the best compared isomer or geometry (same formula, charge and spin) in kcal per mole: 0.0
F_max in eV Å⁻¹: 0.3
HOMO energy (alpha / beta) in eV: -3.755 / -5.018
Molecular weight in g/mol: 530.141
Gap between HOMO and LUMO (alpha / beta) in eV: 6.3 / 6.2
Multiplicity: 6
Total charge: -1

---

(5)
Here is a single C8H16N2O3 molecule at a distorted geometry from the Open Molecules 2025 dataset. Energies are from ωB97M-V/def2-TZVPD.

Cartesian coordinates (Å):
C1 -2.68101 -1.55517 -0.92102
C2 -1.58818 -1.07304 0.05270
C3 -2.13098 -0.98248 1.52607
C4 -0.96570 0.23347 -0.46228
N1 0.31911 0.54011 0.18826
C5 1.40684 -0.13583 -0.24854
O1 1.34891 -1.00361 -1.13966
C6 2.76484 0.37879 0.30058
C7 3.42335 1.54582 -0.46113
N2 3.73598 -0.76181 0.19389
C8 -1.98166 1.38347 -0.41947
O2 -2.87983 1.52709 -1.20233
O3 -1.83301 2.13876 0.68405
H1 -3.61759 -0.97445 -0.88133
H2 -3.04415 -2.53720 -0.59751
H3 -2.32175 -1.54705 -1.93787
H4 -0.82841 -1.84695 -0.01615
H5 -2.43090 -2.01283 1.84243
H6 -3.05873 -0.41358 1.53494
H7 -1.40303 -0.51560 2.18784
H8 -0.65869 0.11825 -1.50437
H9 0.35024 1.21858 0.91506
H10 2.70840 0.62878 1.34828
H11 4.38905 1.82567 0.00565
H12 2.73411 2.41108 -0.52930
H13 3.66138 1.21210 -1.46961
H14 3.49466 -1.16485 -0.69319
H15 3.54690 -1.49765 0.90033
H16 -2.46012 2.86011 0.80367

Summary:
Energy in a.u.: -649.69527
E_LUMO in eV: 0.4
Energy relative to the best compared isomer or geometry (same formula, charge and spin) in kcal per mole: 14.8
F_max in eV Å⁻¹: 2.2
HOMO energy in eV: -9.495
Molecular weight in g/mol: 188.227
Gap between HOMO and LUMO in eV: 9.9
Total charge: 0
Structure (SMILES): CC(C)[C@H](NC(=O)[C@H](C)N)C(=O)O

---

Look up the energy of the fourth one.
-2532.57797 a.u.